No. 1
Density functional theory data (wB97M-V/def2-TZVPD) for 4 unconnected molecules or ions with the total composition C21H30BF13N5OPS.

Each line ends with the Mulliken charge.
Cartesian coordinates (Å):
C: 2.2937 0.1719 0.4758  -0.53
N: 2.9049 1.1676 -0.4425  -0.02
C: 3.8673 1.9839 0.3512  -0.67
B: 1.8970 1.9971 -1.1654  0.57
O: 2.2879 2.4961 -2.4754  -0.55
P: 0.1558 2.5269 -0.5388  -0.23
C: 0.5235 3.3900 1.1378  -0.53
N: 1.3794 4.5822 0.8027  -0.61
C: -0.9952 1.0279 -0.2618  -0.44
C: -2.3368 1.5637 0.4193  -1.03
C: -3.4928 1.9720 -0.5901  0.86
F: -3.8814 3.2930 -0.3034  -0.31
F: -2.8943 2.0263 -1.8891  -0.27
C: -4.6928 0.9372 -0.7159  0.41
F: -4.1420 -0.3435 -0.4344  -0.32
F: -5.1893 0.8586 -2.0175  -0.27
C: -5.8572 1.1336 0.3991  0.65
F: -5.2138 1.6052 1.5398  -0.27
F: -6.2974 -0.1813 0.6786  -0.29
C: -7.0438 2.0228 -0.1567  0.75
F: -6.6350 3.0654 -1.0026  -0.24
F: -7.8099 1.1760 -0.9874  -0.27
S: -8.2172 2.7581 1.1060  1.19
F: -7.0688 3.7537 1.7461  -0.27
F: -7.9780 1.5585 2.2119  -0.29
F: -9.4937 1.8566 0.4960  -0.30
F: -8.6392 3.9414 -0.0021  -0.31
F: -9.3033 3.4430 2.1559  -0.28
H: 1.5159 -0.4458 -0.0866  0.30
H: 1.7840 0.7253 1.3303  0.11
H: 3.0437 -0.5548 0.9207  0.00
H: 4.8158 1.4000 0.6299  0.17
H: 4.2150 2.9307 -0.1628  0.27
H: 3.3684 2.2396 1.3531  0.18
H: 2.9699 3.1794 -2.2711  0.29
H: 0.9916 2.6944 1.9004  0.22
H: -0.4411 3.8135 1.5896  0.41
H: 1.1175 5.3147 1.4835  0.29
H: 1.0673 4.9434 -0.1121  0.26
H: -0.5131 0.3203 0.5040  0.39
H: -1.1511 0.4022 -1.1947  0.41
H: -2.0984 2.5032 1.0309  0.16
H: -2.6498 0.7857 1.1953  0.33
N: 5.4374 -1.4575 1.8165  0.09
C: 6.2203 -2.5719 1.9517  -0.56
C: 6.3675 -2.8251 3.2937  -0.41
C: 5.6414 -1.8296 3.9937  -0.72
C: 5.0759 -1.0016 3.0565  -0.26
H: 5.1684 -1.0386 0.9415  0.19
H: 6.6052 -3.0860 1.0843  0.37
H: 6.9342 -3.6375 3.7244  0.58
H: 5.5433 -1.7307 5.0642  0.41
H: 4.4502 -0.1289 3.1641  0.34
N: 6.4879 -6.3953 2.5779  0.05
C: 5.9946 -7.5541 3.1142  -0.59
C: 6.8247 -8.5815 2.7392  -0.34
C: 7.8610 -8.0208 1.9520  -0.60
C: 7.6285 -6.6700 1.8721  -0.20
H: 6.0761 -5.4816 2.6864  0.22
H: 5.0973 -7.5478 3.7132  0.35
H: 6.7009 -9.6209 3.0032  0.39
H: 8.6856 -8.5471 1.4953  0.38
H: 8.1739 -5.8831 1.3744  0.34
N: -4.5334 0.6035 -5.0171  0.09
C: -3.4637 1.2915 -5.5234  -0.30
C: -3.5449 1.2520 -6.8935  -0.62
C: -4.7104 0.5176 -7.2262  -0.45
C: -5.3013 0.1326 -6.0482  -0.49
H: -4.7259 0.4658 -4.0382  0.26
H: -2.7386 1.7471 -4.8668  0.42
H: -2.8443 1.7027 -7.5800  0.38
H: -5.0764 0.2960 -8.2174  0.38
H: -6.1985 -0.4349 -5.8552  0.36

Forces on the atoms, in the same order (eV/Å):
C -0.690 -0.196 0.066
N -0.592 0.601 0.866
C 0.752 -0.068 0.845
B 2.089 -0.980 -1.546
O -0.144 0.616 2.840
P -1.673 0.668 -0.304
C -0.586 -0.077 0.449
N -0.664 -0.293 0.269
C 0.394 -0.636 1.450
C 0.123 -0.124 0.787
C 2.228 0.835 -0.952
F -0.153 -2.248 -0.534
F -1.435 -0.086 1.930
C 0.333 -1.346 -0.093
F -0.821 2.369 -0.685
F 0.526 0.367 2.360
C 1.406 -1.894 0.089
F -1.434 -0.431 -1.782
F 0.203 2.988 -0.363
C -0.600 -0.437 -3.152
F -0.043 -2.283 2.215
F 1.900 1.521 1.759
S -4.243 1.732 1.099
F -1.190 -1.876 -1.004
F 0.404 1.729 -1.549
F 1.858 1.265 1.129
F 0.748 -1.606 1.774
F 1.722 -0.996 -1.390
H 1.071 0.796 0.787
H 0.453 -0.872 -0.701
H -0.757 0.979 -0.639
H -1.276 0.617 -0.575
H -0.606 -1.094 0.508
H 0.752 0.063 -1.282
H -0.311 -0.717 -0.724
H -0.268 1.047 -0.773
H 0.962 -1.138 -0.670
H 0.488 -0.466 -0.576
H 0.123 -0.209 0.540
H -0.796 0.930 -1.054
H 0.124 1.101 0.999
H -0.455 -1.257 -1.023
H -0.012 1.086 -1.294
N 0.010 -0.098 0.079
C 0.038 -0.037 -0.070
C 0.046 -0.167 -0.197
C -0.186 0.193 0.040
C 0.011 0.047 0.024
H 0.078 -0.068 0.094
H 0.003 0.043 0.075
H 0.024 0.107 -0.003
H 0.006 -0.002 -0.094
H 0.065 -0.060 0.022
N 0.027 -0.048 0.033
C -0.044 -0.008 -0.011
C -0.189 0.006 0.141
C 0.132 0.163 -0.108
C -0.005 0.030 -0.043
H 0.040 -0.118 -0.020
H 0.073 -0.029 -0.053
H 0.005 0.088 -0.013
H -0.063 0.054 0.037
H -0.021 -0.086 0.029
N -0.018 0.014 -0.063
C 0.070 -0.004 0.032
C 0.144 0.103 0.147
C -0.203 -0.120 0.032
C -0.014 -0.050 -0.002
H 0.071 0.061 -0.241
H -0.048 -0.025 -0.067
H -0.053 -0.029 0.067
H 0.018 0.017 0.086
H 0.073 0.040 -0.047

Results
E_tot in eV: -87884.614
Orbital gap in eV: 6.724
SMILES: CN(C)B(O)P(CN)CCC(F)(F)C(F)(F)C(F)(F)C(F)(F)S(F)(F)(F)(F)F.c1cc[nH]c1.c1cc[nH]c1.c1cc[nH]c1
F_max in eV Å⁻¹: 4.71
LUMO energy in eV: -1.359

No. 2
Density functional theory data (wB97M-V/def2-TZVPD) for 2 unconnected molecules or ions with the total composition C4H8N2O.

Each line ends with the natural charge from an NBO analysis.
Cartesian coordinates (Å):
N: -1.7939 0.9745 -0.3385  -0.84
C: -0.7617 0.7611 0.5805  0.45
O: 0.2808 1.6161 0.3842  -0.70
C: -0.7084 -0.2458 1.4589  -0.53
N: 1.0569 -1.3899 0.1423  -0.25
C: 1.8820 -0.5795 -0.3624  -0.09
C: 0.8682 -1.0105 -1.3060  -0.31
H: -1.8239 1.9280 -0.6727  0.39
H: -2.6944 0.6662 0.0002  0.38
H: 0.1168 -0.3199 2.1534  0.22
H: -1.4520 -1.0348 1.4608  0.21
H: 1.0588 1.0611 0.1540  0.47
H: 2.8665 -0.2240 -0.0952  0.23
H: 0.0215 -0.3759 -1.5706  0.21
H: 1.0827 -1.8266 -1.9890  0.18

Forces on the atoms, in the same order (eV/Å):
N -0.128 0.065 0.033
C -0.205 -0.314 0.182
O 0.095 -0.035 -0.059
C -0.256 0.355 0.184
N 0.708 0.039 -0.199
C 0.200 -0.944 0.082
C -0.160 -0.113 -0.448
H 0.020 -0.070 0.038
H 0.062 0.069 -0.067
H -0.134 0.006 -0.145
H -0.045 0.250 0.111
H -0.273 0.416 0.276
H -0.052 0.247 -0.037
H 0.209 -0.098 0.194
H -0.042 0.127 -0.144

Results
E_tot in eV: -9301.997
Orbital gap in eV: 8.886
SMILES: C=C(N)O.C1=NC1
F_max in eV Å⁻¹: 0.97
LUMO energy in eV: 0.934

No. 3
Density functional theory data (wB97M-V/def2-TZVPD) for 2 unconnected molecules or ions with the total composition C10H15NO.

Each line ends with the natural charge from an NBO analysis.
Cartesian coordinates (Å):
C: -2.7656 0.2481 1.7975  -0.63
C: 0.6614 2.4519 0.7213  -0.23
C: -0.4745 2.6495 -0.0697  -0.19
C: 0.4651 2.1375 2.0288  -0.20
C: -1.6604 2.0213 0.3005  -0.23
C: -0.7547 1.5018 2.4576  -0.22
C: -1.7149 1.3055 1.5041  -0.01
H: 1.6827 2.6164 0.3954  0.22
H: -0.4952 3.2446 -0.9670  0.21
H: 1.2379 1.9502 2.7687  0.21
H: -2.4544 2.0957 -0.4314  0.22
H: -0.8107 1.3101 3.5177  0.22
H: -3.2420 0.2643 2.7826  0.22
H: -2.2884 -0.7346 1.7482  0.22
H: -3.6173 0.2487 1.1113  0.21
C: 1.6684 -1.9852 -0.7480  -0.50
C: 0.8792 -3.1839 -1.3108  -0.60
C: 1.9942 -0.9305 -1.7946  0.67
O: 3.1813 -0.7717 -2.0543  -0.60
N: 1.0636 -0.6235 -2.7639  -0.83
H: 1.2446 -1.5162 0.1391  0.22
H: 2.5987 -2.3829 -0.3502  0.24
H: 1.4181 -3.6885 -2.1168  0.22
H: -0.0119 -2.8715 -1.8464  0.19
H: 1.4061 -0.5525 -3.6935  0.40
H: 0.1271 -0.9630 -2.6585  0.38
H: 0.6616 -3.8415 -0.4678  0.22

Forces on the atoms, in the same order (eV/Å):
C -0.656 -0.074 -0.141
C 0.522 1.251 -0.191
C -0.439 -0.646 0.182
C -1.216 -2.729 1.629
C 1.038 0.257 -0.199
C 2.055 2.120 -0.914
C -1.857 -0.714 0.608
H -0.213 0.479 -0.268
H 0.429 -0.167 -0.339
H 0.483 0.728 -0.364
H -0.372 -0.361 0.358
H -0.394 -0.746 -0.073
H 0.409 0.450 0.137
H -0.050 0.029 -0.205
H 0.284 0.069 -0.249
C -0.407 0.253 0.566
C 0.048 0.754 -0.050
C 1.823 -2.478 -2.073
O -0.393 1.087 0.454
N -0.561 0.240 1.448
H -0.762 -0.120 -0.017
H 0.358 0.309 -0.376
H 0.442 -0.149 0.465
H -0.563 0.000 0.510
H 0.332 0.346 -0.472
H -0.143 0.027 -0.005
H -0.196 -0.215 -0.421

Results
E_tot in eV: -14150.093
Orbital gap in eV: 9.711
SMILES: Cc1ccccc1.CCC(N)=O
F_max in eV Å⁻¹: 3.71
LUMO energy in eV: 0.700

No. 4
Density functional theory data (wB97M-V/def2-TZVPD) for a molecular structure, C27H36N2NaO2S2Sb.

Each line ends with the Mulliken charge.
Cartesian coordinates (Å):
Na: 12.0982 7.3858 11.9142  0.79
C: 13.6856 7.0395 14.1478  -0.32
C: 12.4690 6.6261 14.7350  -0.09
C: 11.9829 5.4958 14.0286  -0.97
C: 12.9493 5.1964 13.0264  -0.58
C: 13.9927 6.1465 13.0937  -0.87
H: 14.3219 7.8499 14.4810  0.41
H: 12.0205 7.0726 15.6082  0.39
H: 11.1290 4.8785 14.2871  0.38
H: 12.9137 4.3528 12.3497  0.41
H: 14.9009 6.1265 12.5029  0.36
O: 10.5283 7.2802 10.3368  -0.91
C: 10.3507 8.5237 10.3017  0.41
O: 11.0810 9.3064 11.0189  -0.16
C: 9.2669 9.0839 9.4315  0.42
C: 8.1543 8.2552 9.2945  -0.70
C: 7.0801 8.6899 8.5424  -0.36
C: 7.1740 9.9331 7.8994  -0.61
C: 8.3284 10.7194 8.0597  -0.53
C: 9.4720 10.3562 8.8150  0.19
S: 10.8337 11.3643 8.8283  -0.48
H: 8.1930 7.2620 9.7542  0.31
H: 6.2116 8.0225 8.4433  0.30
H: 6.3689 10.2955 7.2510  0.30
H: 8.3810 11.6997 7.5912  0.30
N: 16.5026 11.4032 6.6265  -0.35
C: 17.1742 10.3896 7.2744  0.10
S: 18.8169 10.0872 7.1275  -0.40
C: 16.3155 9.6595 8.2149  1.05
C: 16.8291 8.5336 8.9318  -0.51
C: 15.9605 7.8067 9.7362  -0.54
N: 14.6635 8.1252 9.9697  -0.18
C: 14.1875 9.1932 9.3144  -0.28
C: 14.9621 9.9946 8.4700  -0.80
H: 17.0350 11.9133 5.9374  0.25
H: 15.5632 11.1333 6.3405  0.23
H: 17.8783 8.2508 8.7774  0.35
H: 16.3183 6.9030 10.2174  0.37
H: 13.1267 9.4154 9.4678  0.25
H: 14.4942 10.8918 8.0415  0.42
C: 13.1291 10.5723 16.2448  -1.28
C: 11.7570 10.9948 15.7503  0.16
C: 10.6010 10.3185 16.4759  -1.31
Sb: 11.5257 10.3341 13.6050  0.01
C: 13.1538 11.5009 12.5124  0.37
C: 13.2238 12.8810 13.1006  -1.26
C: 14.4289 10.6698 12.6002  -0.83
C: 9.8521 11.6888 12.9450  0.49
C: 8.5889 10.8311 12.8741  -1.24
C: 9.7013 12.8613 13.8965  -1.39
H: 13.1802 10.8291 17.3212  0.46
H: 13.9724 11.1204 15.7835  0.23
H: 13.3042 9.4893 16.2040  0.12
H: 11.6408 12.0808 15.6564  0.48
H: 10.6065 9.2160 16.3972  0.13
H: 9.6149 10.7040 16.1451  0.23
H: 10.7481 10.5809 17.5325  0.47
H: 12.7059 11.4935 11.5268  0.23
H: 13.3945 12.9114 14.1932  0.13
H: 12.3210 13.4547 12.8393  0.25
H: 14.0644 13.3982 12.6125  0.52
H: 14.8645 10.6782 13.6090  0.24
H: 15.1765 11.0917 11.9128  0.37
H: 14.2864 9.6354 12.2652  -0.01
H: 10.2478 11.9626 11.9589  0.38
H: 8.2394 10.5354 13.8612  0.28
H: 8.7016 9.9349 12.2375  0.14
H: 7.8088 11.4778 12.4465  0.42
H: 9.3847 12.5731 14.9277  0.18
H: 8.9258 13.5212 13.4947  0.44
H: 10.6168 13.4583 13.9921  0.23

Forces on the atoms, in the same order (eV/Å):
Na -0.036 0.087 0.171
C 0.054 -0.342 0.054
C 0.094 -0.259 -0.296
C 0.964 0.144 0.001
C -0.175 -0.124 0.201
C -0.174 -0.255 0.359
H -0.100 0.075 -0.005
H -0.188 0.147 0.011
H -0.025 0.223 -0.121
H -0.052 0.008 -0.069
H -0.098 0.134 -0.052
O -0.393 -0.369 -0.392
C 1.362 0.306 1.086
O -0.721 -0.461 -0.720
C 1.426 -0.072 0.763
C 0.167 0.529 -0.262
C -0.569 -0.365 -0.354
C 0.683 0.230 0.308
C -0.760 0.160 -0.398
C -2.189 -1.305 -0.230
S 0.942 0.709 -0.075
H -0.040 0.494 -0.084
H 0.241 0.481 -0.131
H 0.199 -0.077 0.295
H -0.110 -0.131 -0.156
N 0.480 -1.059 -0.289
C 0.502 0.877 0.007
S -0.975 0.554 -0.184
C -0.818 -1.439 1.515
C -0.533 0.643 -0.860
C -0.368 0.365 0.163
N 0.830 0.156 -0.927
C -0.058 -0.218 0.334
C 0.693 0.122 -0.418
H 0.015 -0.142 -0.013
H 0.178 0.496 0.221
H -0.619 0.003 0.158
H -0.029 0.076 0.174
H 0.207 0.192 0.042
H 0.117 -0.541 0.219
C 0.057 0.541 1.029
C -0.041 -0.204 -2.268
C 0.172 0.500 0.428
Sb 0.002 0.102 -0.497
C -1.342 -1.541 1.669
C 0.448 0.637 -0.468
C 0.168 0.410 -0.522
C 1.318 -1.323 1.049
C -0.007 0.562 -0.787
C -0.290 0.267 0.115
H 0.170 -0.110 -0.037
H -0.465 -0.375 -0.075
H -0.064 0.186 -0.345
H 0.057 -0.117 0.662
H 0.074 0.454 -0.152
H 0.505 -0.278 0.162
H -0.456 -0.228 0.242
H 0.106 0.047 -0.405
H -0.115 -0.071 -0.423
H 0.288 -0.173 0.252
H 0.052 0.282 0.213
H -0.150 -0.105 -0.166
H 0.179 0.053 0.097
H -0.093 0.151 0.278
H -0.452 0.089 0.068
H 0.094 -0.119 0.227
H 0.026 0.492 0.269
H -0.212 -0.302 -0.086
H 0.199 0.023 -0.713
H -0.151 0.243 0.142
H -0.199 -0.146 -0.006

Results
E_tot in eV: -68284.109
Orbital gap in eV: 4.064
Total charge: -2
F_max in eV Å⁻¹: 2.64
LUMO energy in eV: 3.055

No. 5
Density functional theory data (wB97M-V/def2-TZVPD) for a gas-phase ion, C3HN4 (charge -1).

Each line ends with the natural charge from an NBO analysis.
Cartesian coordinates (Å):
C: 1.0219 1.1104 1.8587  -0.35
C: 0.6098 0.4583 0.8943  0.04
C: -0.1123 -0.2559 -0.1042  0.04
N: -1.5439 -0.4211 -0.2373  -0.32
N: 0.4888 -0.7215 -1.2464  -0.31
N: -1.6237 -0.9294 -1.4474  -0.15
N: -0.4955 -1.0897 -2.0060  -0.17
H: 1.6549 1.8488 2.2882  0.21

Forces on the atoms, in the same order (eV/Å):
C -0.087 -1.116 -2.426
C -0.334 0.863 2.041
C -1.872 -0.825 -1.681
N 3.754 0.776 0.410
N 0.239 1.302 2.370
N -2.660 0.007 0.908
N 1.126 -1.012 -2.063
H -0.166 0.005 0.440

Results
E_tot in eV: -9085.668
Orbital gap in eV: 8.630
Total charge: -1
F_max in eV Å⁻¹: 3.86
LUMO energy in eV: 4.123

No. 6
Density functional theory data (wB97M-V/def2-TZVPD) for 3 unconnected molecules or ions with the total composition C8H8N2O3S.

Each line ends with the natural charge from an NBO analysis.
Cartesian coordinates (Å):
C: -3.4600 -0.0245 -1.5569  1.04
C: -0.5799 2.0970 -0.5352  -0.38
C: -1.2709 1.4825 0.4617  0.02
C: 0.7573 0.8007 1.0623  0.11
C: -2.7006 1.6184 0.6614  -0.05
C: 2.6592 -2.3737 -0.1270  0.29
C: 1.8100 0.1231 1.7864  -0.70
C: -3.8457 1.8957 0.6204  -0.20
N: -0.4937 0.7996 1.3378  -0.44
N: 1.8819 -2.5833 -1.1772  -0.85
O: 3.9137 -2.2783 -0.4016  -0.65
O: -2.5533 0.1338 -2.2528  -0.53
O: -4.4213 -0.2371 -0.9856  -0.51
S: 1.1143 1.6959 -0.4050  0.37
H: -1.1244 2.6582 -1.2396  0.24
H: 1.1081 -0.3317 2.5992  0.25
H: 2.4985 -0.6608 1.4084  0.28
H: 2.4107 0.9081 2.1419  0.22
H: -4.9070 2.1813 0.7399  0.25
H: 4.0306 -2.4549 -1.2988  0.43
H: 2.2261 -2.7721 -2.0913  0.37
H: 0.9464 -2.6777 -0.7483  0.44

Forces on the atoms, in the same order (eV/Å):
C 0.581 -0.146 -1.425
C 0.345 -0.871 0.665
C 0.144 0.538 0.188
C -0.327 0.366 -2.929
C 3.136 -0.108 -0.441
C -1.211 0.154 1.200
C -1.375 -1.874 2.470
C -3.723 1.166 0.766
N -0.355 -1.162 1.419
N -1.188 0.169 2.800
O 1.305 0.403 2.024
O 0.921 0.299 -0.145
O -1.804 -0.631 1.177
S -1.164 0.523 -0.149
H 0.229 0.720 -1.112
H 2.014 0.520 -0.697
H -1.123 0.491 -0.519
H 1.024 0.877 1.229
H 1.406 -0.515 -0.314
H 1.138 -0.422 -3.103
H -0.358 -0.279 -1.153
H 0.386 -0.217 -1.950

Results
E_tot in eV: -28379.687
Orbital gap in eV: 9.055
F_max in eV Å⁻¹: 3.98
LUMO energy in eV: 0.436

Question: What is the E_tot in the fourth record?
Answer: -68284.109 eV